1.
ORCA calculation (wB97M-V/def2-TZVPD) on C2H2 in the gas phase.

Geometry as ORCA input:
```
! wB97M-V def2-TZVPD RIJCOSX def2/J DEFGRID3
* xyz 0 1
C -0.251 -0.176 -0.523
C 0.170 0.206 0.527
H -0.703 -0.611 -1.336
H 0.784 0.581 1.331
*
```

Output
Molecular weight: 26.04 g/mol
SMILES string: C#C
E: -2104.0102 eV
Energy above the lowest of the compared OMol25 structures with the same formula, charge and spin: 1.49 kcal per mole
HOMO level: -10.80 eV

2.
ORCA calculation (wB97M-V/def2-TZVPD) on a molecular structure, C40H32BrF4N5OPSTl.

Geometry as ORCA input:
```
! wB97M-V def2-TZVPD RIJCOSX def2/J DEFGRID3
* xyz 2 1
Tl 0.018 -1.470 0.848
C -0.433 -5.161 -2.000
C -1.781 -5.207 -2.319
C -2.616 -4.205 -1.851
C -2.077 -3.182 -1.076
N -0.775 -3.154 -0.784
C 0.029 -4.107 -1.226
C -2.927 -2.128 -0.488
C -4.200 -1.819 -0.966
C -4.952 -0.877 -0.284
C -4.457 -0.318 0.884
C -3.176 -0.675 1.306
N -2.438 -1.517 0.587
C -2.596 -0.271 2.602
C -3.377 0.237 3.638
C -2.800 0.425 4.885
C -1.458 0.126 5.062
C -0.740 -0.339 3.970
N -1.296 -0.522 2.784
H 0.246 -5.923 -2.340
H -2.184 -6.009 -2.918
H -3.672 -4.234 -2.058
H 1.069 -4.022 -0.945
H -4.590 -2.280 -1.858
H -5.933 -0.607 -0.639
H -5.053 0.379 1.449
H -4.421 0.455 3.493
H -3.401 0.783 5.707
H -0.981 0.249 6.021
H 0.310 -0.589 4.048
F 6.764 0.514 3.834
C 5.640 0.592 3.151
C 4.973 1.813 3.032
F 5.451 2.909 3.599
C 3.788 1.867 2.306
F 3.199 3.047 2.107
C 3.194 0.725 1.767
P 1.539 0.922 1.003
C 1.897 2.006 -0.411
C 2.674 1.520 -1.460
C 2.966 2.347 -2.530
C 2.462 3.641 -2.572
C 1.703 4.124 -1.519
C 1.429 3.318 -0.429
C 0.560 1.907 2.175
C -0.663 2.371 1.686
C -1.455 3.191 2.465
C -1.045 3.536 3.745
C 0.132 3.019 4.258
C 0.929 2.193 3.484
C 3.898 -0.477 1.847
Br 3.275 -2.039 0.973
C 5.118 -0.540 2.518
F 5.786 -1.681 2.560
H 3.041 0.503 -1.432
H 3.589 1.987 -3.335
H 2.675 4.275 -3.419
H 1.321 5.133 -1.535
H 0.885 3.719 0.411
H -0.981 2.091 0.689
H -2.383 3.576 2.072
H -1.655 4.192 4.347
H 0.449 3.276 5.258
H 1.837 1.788 3.904
S -1.446 -4.788 3.517
C -0.501 -3.838 2.710
N 0.313 -3.175 2.149
O 0.782 -0.774 -1.484
C 0.357 -0.875 -2.649
C -1.099 -0.700 -2.997
C -1.366 0.555 -3.857
C -0.124 1.147 -4.522
C 0.534 0.250 -5.569
C 0.800 -1.169 -5.047
N 1.180 -1.166 -3.648
H -1.652 -0.626 -2.060
H -1.438 -1.600 -3.519
H -1.787 1.329 -3.212
H -2.115 0.316 -4.611
H 0.601 1.397 -3.744
H -0.412 2.078 -5.008
H 1.471 0.717 -5.872
H -0.098 0.185 -6.454
H 1.599 -1.641 -5.618
H -0.093 -1.786 -5.166
H 2.163 -1.238 -3.422
*
```

Output
Molecular weight: 1022.05 g/mol
E: -157214.2991 eV
Energy above the lowest of the compared OMol25 structures with the same formula, charge and spin: 23.04 kcal per mole
HOMO level: -13.18 eV

3.
ORCA calculation (wB97M-V/def2-TZVPD) on a molecular structure, C41H51F5N6RuSi2.

Geometry as ORCA input:
```
! wB97M-V def2-TZVPD RIJCOSX def2/J DEFGRID3
* xyz 0 5
Ru -1.378 -0.099 0.372
C -1.188 0.771 4.008
Si -0.994 -0.646 2.700
C 0.748 -1.399 3.147
C -2.277 -1.984 3.227
C -2.301 -2.471 4.527
C -3.254 -3.388 4.930
C -4.192 -3.842 4.018
C -4.169 -3.370 2.718
C -3.226 -2.435 2.307
Si -3.280 -1.687 0.515
C -5.142 -1.091 0.475
C -3.290 -3.197 -0.703
H -1.198 0.361 5.013
H -2.109 1.328 3.871
H -0.367 1.478 3.943
H 0.759 -1.697 4.193
H 1.540 -0.671 3.004
H 0.981 -2.277 2.551
H -1.569 -2.121 5.241
H -3.269 -3.744 5.950
H -4.945 -4.553 4.329
H -4.910 -3.735 2.022
H -5.771 -1.917 0.791
H -5.474 -0.797 -0.515
H -5.333 -0.266 1.156
H -3.999 -3.942 -0.348
H -2.316 -3.670 -0.781
H -3.582 -2.901 -1.706
C 5.339 -2.399 1.393
C 5.573 -1.023 0.849
C 6.839 -0.461 0.826
C 7.063 0.797 0.294
C 6.009 1.499 -0.258
C 4.738 0.959 -0.252
C 4.499 -0.285 0.327
N 3.219 -0.843 0.376
C 1.999 -0.192 0.297
N 2.006 1.044 0.845
C 0.982 1.953 1.151
C -0.373 1.639 1.056
C -1.285 2.616 1.455
C -0.881 3.861 1.893
C 0.471 4.153 1.972
C 1.416 3.207 1.620
C 2.880 3.516 1.787
N 0.948 -0.773 -0.190
C 1.089 -2.051 -0.766
C 0.314 -3.077 -0.221
C 0.429 -4.373 -0.677
C 1.307 -4.659 -1.710
C 2.043 -3.643 -2.287
C 1.962 -2.332 -1.832
C 2.802 -1.287 -2.508
H 6.251 -2.789 1.836
H 5.032 -3.080 0.597
H 4.556 -2.389 2.150
H 7.664 -1.019 1.242
H 8.058 1.215 0.297
H 6.175 2.469 -0.703
H 3.933 1.490 -0.736
H 3.163 -1.844 0.237
H 2.904 1.307 1.222
H -2.348 2.383 1.451
H -1.610 4.594 2.200
H 0.799 5.120 2.324
H 3.006 4.536 2.136
H 3.428 3.412 0.851
H 3.335 2.860 2.532
H -0.373 -2.818 0.580
H -0.162 -5.159 -0.229
H 1.406 -5.666 -2.080
H 2.707 -3.862 -3.111
H 2.634 -1.322 -3.583
H 3.862 -1.477 -2.326
H 2.555 -0.287 -2.166
F 0.348 -0.089 -3.220
C -0.992 -0.458 -3.352
F -1.319 -0.922 -2.050
C -1.015 -1.670 -4.275
F -1.898 -1.480 -5.287
F 0.165 -1.905 -4.880
F -1.393 -2.822 -3.691
C -0.147 4.128 -3.295
C 0.489 2.822 -2.844
N -0.356 2.184 -1.865
C -1.708 2.251 -1.859
N -2.356 1.461 -1.050
C -3.794 1.581 -0.949
C -4.266 2.998 -1.252
C -3.732 3.379 -2.621
N -2.295 3.229 -2.611
C -1.579 3.834 -3.711
H 0.400 4.539 -4.141
H -0.148 4.854 -2.481
H 1.460 3.005 -2.377
H 0.645 2.176 -3.715
H 0.008 1.330 -1.450
H -4.083 1.304 0.068
H -4.259 0.875 -1.647
H -3.857 3.675 -0.501
H -5.354 3.050 -1.234
H -3.960 4.425 -2.860
H -4.187 2.747 -3.396
H -2.093 4.761 -3.982
H -1.582 3.175 -4.590
*
```

Output
Molecular weight: 880.13 g/mol
E: -84208.9357 eV
Energy above the lowest of the compared OMol25 structures with the same formula, charge and spin: 32.35 kcal per mole
HOMO level (alpha / beta): -6.67 / -7.30 eV

4.
ORCA calculation (wB97M-V/def2-TZVPD) on a molecular structure, C8H12N2O.

Geometry as ORCA input:
```
! wB97M-V def2-TZVPD RIJCOSX def2/J DEFGRID3
* xyz 0 1
C -4.581 -1.431 0.899
C -4.507 -0.241 -0.084
C -3.264 1.659 -0.758
C 5.124 0.983 0.507
C 3.688 0.835 0.602
C 3.077 -0.261 0.022
C 3.854 -0.975 -0.875
C 5.232 -0.805 -0.833
H -3.742 -1.103 1.579
H -4.105 -2.492 0.340
H -5.481 -1.666 1.320
H -2.512 0.020 0.389
H -4.642 1.990 -0.505
H -2.547 2.370 -0.033
H -2.933 1.404 -1.889
H 5.584 1.501 1.324
H 3.369 1.555 1.293
H 2.029 -0.555 0.304
H 3.468 -1.759 -1.521
H 5.830 -1.487 -1.440
N -3.310 0.397 0.007
N 5.872 0.013 0.041
O -5.501 0.049 -0.687
*
```

Output
Molecular weight: 152.20 g/mol
E: -13514.3836 eV
Energy above the lowest of the compared OMol25 structures with the same formula, charge and spin: 92.95 kcal per mole
HOMO level: -9.56 eV

5.
ORCA calculation (wB97M-V/def2-TZVPD) on 2 unconnected molecules or ions with the total composition CH6NS.

Geometry as ORCA input:
```
! wB97M-V def2-TZVPD RIJCOSX def2/J DEFGRID3
* xyz -1 1
S -2.325 0.476 1.445
H -3.109 -0.500 1.935
C 1.288 0.242 -0.383
N 0.154 -0.614 -0.672
H 1.139 1.298 -0.661
H 1.496 0.189 0.685
H 2.192 -0.111 -0.901
H -0.306 -0.385 -1.538
H -0.529 -0.593 0.091
*
```

Output
Molecular weight: 64.13 g/mol
E: -13460.4712 eV
Energy above the lowest of the compared OMol25 structures with the same formula, charge and spin: 0.83 kcal per mole
HOMO level: -2.64 eV

6.
ORCA calculation (wB97M-V/def2-TZVPD) on 2 unconnected molecules or ions with the total composition C4H4ClO3P.

Geometry as ORCA input:
```
! wB97M-V def2-TZVPD RIJCOSX def2/J DEFGRID3
* xyz -2 1
C 0.225 -1.890 0.949
C -1.509 1.637 -0.611
C 0.399 -0.818 0.265
C -1.673 0.485 -0.056
O 1.954 0.373 -1.688
O 1.714 1.415 0.621
O 2.971 -0.769 0.368
P 1.904 0.188 -0.198
Cl -3.345 -0.239 -0.346
H 1.107 -2.409 1.422
H -0.800 -2.478 0.911
H -2.260 2.324 -1.197
H -0.687 2.182 -0.440
*
```

Output
Molecular weight: 166.50 g/mol
E: -32163.1056 eV
Energy above the lowest of the compared OMol25 structures with the same formula, charge and spin: 0.00 kcal per mole
HOMO level: -0.04 eV

7.
ORCA calculation (wB97M-V/def2-TZVPD) on C19H16N2O2 in the gas phase.

Geometry as ORCA input:
```
! wB97M-V def2-TZVPD RIJCOSX def2/J DEFGRID3
* xyz 0 1
C 2.422 3.982 1.194
C 1.870 3.553 -0.128
C 1.827 4.433 -1.266
C 1.503 4.176 -2.462
C 1.037 3.002 -2.551
C 1.207 2.028 -1.649
C 1.727 2.388 -0.361
O 1.450 1.607 0.652
C 0.935 0.330 0.577
H 1.373 -0.290 1.549
C -0.547 0.280 0.500
O -1.169 -0.862 0.859
C -1.341 -1.797 0.179
C -1.025 -1.719 -1.437
C -1.435 -2.542 -2.284
C -1.784 -3.803 -1.948
C -2.132 -4.052 -0.449
C -1.762 -3.105 0.406
C -2.280 -3.534 1.699
C -1.334 -3.176 2.791
C -0.244 -2.390 2.872
N 1.021 -2.016 2.798
C -1.857 -3.604 4.023
N -2.080 -3.933 5.080
H -3.280 -4.003 1.772
H -2.719 -5.038 -0.293
H -2.142 -4.507 -2.507
H -1.200 -2.479 -3.480
H -0.448 -0.709 -1.693
H -0.923 0.700 -0.142
H -0.877 0.888 1.484
H 1.239 -0.208 -0.257
H 0.801 0.925 -1.943
H 0.847 2.654 -3.616
H 1.586 4.961 -3.273
H 2.227 5.484 -1.238
H 1.405 3.940 1.921
H 3.446 3.326 1.444
H 2.658 5.111 1.174
*
```

Output
Molecular weight: 304.35 g/mol
SMILES string: Cc1ccccc1OCCOc1ccccc1C=C(C#N)C#N
E: -27021.3453 eV
Energy above the lowest of the compared OMol25 structures with the same formula, charge and spin: 370.33 kcal per mole
HOMO level: -8.28 eV

8.
ORCA calculation (wB97M-V/def2-TZVPD) on a molecular structure, C60H60N4P2Pd.

Geometry as ORCA input:
```
! wB97M-V def2-TZVPD RIJCOSX def2/J DEFGRID3
* xyz 0 1
C -1.156 -5.324 -0.681
C -2.507 -4.803 -0.433
N -3.635 -5.244 -1.080
C -4.661 -4.496 -0.595
C -6.080 -4.651 -0.988
C -4.117 -3.582 0.371
N -2.796 -3.815 0.474
H -0.485 -4.507 -0.964
H -0.747 -5.795 0.220
H -1.181 -6.044 -1.502
H -6.553 -3.667 -1.091
H -6.158 -5.186 -1.940
H -6.634 -5.198 -0.209
H -4.667 -2.830 0.937
C 4.781 -3.320 4.809
N 4.325 -3.652 3.472
C 5.159 -4.620 2.784
C 3.071 -3.380 3.006
C 2.637 -3.983 1.802
C 1.407 -3.649 1.274
C 0.505 -2.797 1.942
C -0.745 -2.411 1.276
C -0.673 -1.858 0.019
C -1.458 -0.837 -0.659
C -2.738 -0.249 -0.211
C -3.550 0.391 -1.173
C -4.769 0.953 -0.848
C -5.190 0.980 0.507
N -6.291 1.689 0.896
C -6.579 1.939 2.299
C -7.114 2.390 -0.073
C -4.424 0.272 1.464
C -3.218 -0.322 1.109
Pd 0.045 0.734 -0.915
P 2.045 0.082 -1.691
C 2.294 1.077 -3.196
C 3.302 2.050 -3.289
C 3.434 2.812 -4.448
C 2.511 2.666 -5.486
C 1.462 1.747 -5.374
C 1.350 0.956 -4.229
C 3.495 0.307 -0.640
C 4.789 0.314 -1.197
C 5.902 0.461 -0.369
C 5.735 0.519 1.018
C 4.459 0.421 1.582
C 3.335 0.316 0.759
C 2.120 -1.687 -2.109
C 3.148 -2.504 -1.599
C 3.227 -3.849 -1.952
C 2.246 -4.418 -2.771
C 1.182 -3.634 -3.226
C 1.123 -2.273 -2.907
P -0.067 2.802 -0.071
C -0.075 2.712 1.729
C 0.824 3.425 2.540
C 0.772 3.263 3.926
C -0.185 2.426 4.511
C -1.073 1.704 3.703
C -1.013 1.856 2.320
C 1.222 3.950 -0.577
C 0.922 5.072 -1.365
C 1.954 5.900 -1.803
C 3.280 5.612 -1.468
C 3.583 4.492 -0.689
C 2.557 3.658 -0.256
C -1.670 3.457 -0.583
C -2.595 3.960 0.346
C -3.855 4.373 -0.088
C -4.188 4.311 -1.445
C -3.260 3.831 -2.375
C -2.001 3.412 -1.948
C 0.920 -2.247 3.186
C 2.191 -2.487 3.681
H 4.355 -2.368 5.151
H 4.555 -4.121 5.541
H 5.874 -3.219 4.754
H 5.338 -4.302 1.747
H 6.120 -4.656 3.305
H 4.707 -5.628 2.771
H 3.276 -4.693 1.274
H 1.124 -4.051 0.300
H -1.671 -2.525 1.839
H 0.168 -2.226 -0.587
H -1.468 -1.026 -1.742
H -3.202 0.444 -2.205
H -5.390 1.416 -1.618
H -5.781 2.525 2.786
H -7.515 2.506 2.347
H -6.715 0.994 2.843
H -7.506 1.695 -0.830
H -7.959 2.824 0.474
H -6.563 3.200 -0.583
H -4.788 0.203 2.492
H -2.606 -0.806 1.872
H 3.991 2.209 -2.461
H 4.264 3.515 -4.532
H 2.607 3.273 -6.385
H 0.736 1.633 -6.179
H 0.520 0.255 -4.127
H 4.923 0.217 -2.275
H 6.897 0.526 -0.811
H 6.607 0.628 1.666
H 4.325 0.428 2.666
H 2.331 0.266 1.192
H 3.904 -2.083 -0.938
H 4.066 -4.449 -1.591
H 2.318 -5.472 -3.055
H 0.399 -4.080 -3.846
H 0.289 -1.676 -3.278
H 1.543 4.107 2.087
H 1.478 3.806 4.557
H -0.254 2.337 5.597
H -1.821 1.039 4.138
H -1.692 1.306 1.668
H -0.114 5.292 -1.620
H 1.721 6.779 -2.402
H 4.087 6.260 -1.813
H 4.614 4.264 -0.411
H 2.786 2.762 0.326
H -2.325 4.046 1.399
H -4.577 4.759 0.635
H -5.171 4.643 -1.787
H -3.513 3.782 -3.436
H -1.275 3.021 -2.665
H 0.245 -1.566 3.716
H 2.529 -1.983 4.583
*
```

Output
Molecular weight: 1005.54 g/mol
E: -91208.4722 eV
Energy above the lowest of the compared OMol25 structures with the same formula, charge and spin: 12.97 kcal per mole
HOMO level: -5.26 eV

9.
ORCA calculation (wB97M-V/def2-TZVPD) on 2 unconnected molecules or ions with the total composition C3H5B.

Geometry as ORCA input:
```
! wB97M-V def2-TZVPD RIJCOSX def2/J DEFGRID3
* xyz 0 1
B 0.269 1.149 0.421
C -1.029 0.467 0.044
C 1.346 0.130 -0.095
C -0.015 -0.585 0.029
H -2.175 0.188 0.886
H -1.645 0.714 -0.853
H 1.765 0.388 -1.004
H 2.074 -0.262 0.487
H -0.010 -1.051 0.984
*
```

Output
Molecular weight: 51.88 g/mol
E: -3862.7202 eV
Energy above the lowest of the compared OMol25 structures with the same formula, charge and spin: 74.29 kcal per mole
HOMO level: -7.90 eV

10.
ORCA calculation (wB97M-V/def2-TZVPD) on 2 unconnected molecules or ions with the total composition C12H20N3.

Geometry as ORCA input:
```
! wB97M-V def2-TZVPD RIJCOSX def2/J DEFGRID3
* xyz 1 1
C -1.172 -1.679 2.166
C -0.061 -1.174 2.868
C -0.941 -1.956 0.806
C 1.242 -1.016 0.885
C 1.220 -0.866 2.294
C 0.277 -1.667 0.197
C 2.365 -0.326 4.286
C 2.308 -0.248 2.997
C -0.989 3.214 -0.698
C -0.790 2.115 0.354
C -0.386 0.330 -1.365
C 0.466 -1.860 -1.255
N -0.440 -2.509 -1.976
N 1.657 -1.523 -1.708
N -1.107 0.810 -0.192
H -2.064 -1.800 2.641
H -0.242 -0.901 3.889
H -1.803 -2.467 0.207
H 2.035 -0.690 0.311
H 3.150 0.111 4.762
H 1.768 -0.932 4.994
H 3.139 0.090 2.451
H -0.427 3.128 -1.670
H -1.991 3.031 -1.070
H -0.772 4.111 -0.293
H -1.394 2.292 1.224
H 0.140 1.942 0.831
H 0.598 0.799 -1.386
H -0.865 0.477 -2.313
H -1.534 -2.322 -1.891
H -0.373 -2.382 -3.009
H 1.858 -1.695 -2.684
H 2.479 -1.856 -1.177
H -0.977 0.185 0.607
H -2.145 0.824 -0.457
*
```

Output
Molecular weight: 206.31 g/mol
E: -17228.4121 eV
Energy above the lowest of the compared OMol25 structures with the same formula, charge and spin: 91.78 kcal per mole
HOMO level: -10.56 eV

11.
ORCA calculation (wB97M-V/def2-TZVPD) on 2 unconnected molecules or ions with the total composition C4H11NO2S.

Geometry as ORCA input:
```
! wB97M-V def2-TZVPD RIJCOSX def2/J DEFGRID3
* xyz 0 1
C -1.062 0.895 0.541
C -0.011 1.857 0.013
S 1.454 1.987 1.056
C -1.257 -0.201 -0.531
N -0.875 -1.520 -0.426
C 0.106 -2.006 0.533
O -2.035 0.074 -1.437
H -0.921 0.411 1.516
H -2.058 1.299 0.724
H 0.408 1.462 -0.913
H -0.289 2.885 -0.190
H 0.999 2.589 2.173
H -1.345 -2.219 -0.983
H 0.747 -1.149 0.789
H -0.298 -2.269 1.506
H 0.786 -2.771 0.166
H 2.346 0.138 -1.346
H 1.190 -0.769 -1.456
O 2.115 -0.694 -1.735
*
```

Output
Molecular weight: 137.20 g/mol
SMILES string: CNC(=O)CCS.O
E: -20746.2585 eV
Energy above the lowest of the compared OMol25 structures with the same formula, charge and spin: 24.09 kcal per mole
HOMO level: -9.42 eV

What is the energy above the lowest of the compared OMol25 structures with the same formula, charge and spin in the third record? 32.35 kcal per mole

Which of these has the highest E? C2H2